<1>
A single C2H6N2OS molecule, computed with wB97M-V/def2-TZVPD.

Geometry as XYZ:
```
12
Properties=species:S:1:pos:R:3
C -2.331 -0.106 -0.020
S -0.651 -0.767 -0.093
C 0.355 0.721 -0.054
O 0.022 1.888 0.049
N 1.693 0.393 -0.209
N 2.305 -0.801 0.088
H -2.193 0.915 0.367
H -2.822 -0.705 0.761
H -2.900 0.009 -0.933
H 2.381 1.178 -0.251
H 2.061 -1.219 0.949
H 2.080 -1.506 -0.654
```

Summary:
- HOMO energy: -9.528 eV
- SMILES: CSC(=O)NN
- Gap between HOMO and LUMO: 10.212 eV

---

<2>
2 unconnected molecules or ions with the total composition C2H6N2OS, computed with wB97M-V/def2-TZVPD.

Geometry as XYZ:
```
12
Properties=species:S:1:pos:R:3
C -0.519 -1.568 0.030
C -0.886 0.684 0.895
N 1.797 0.131 -1.057
N -0.943 -0.291 -0.155
O 2.607 2.401 -1.970
S 1.547 1.591 -1.380
H -0.696 -1.921 1.091
H -0.786 -2.025 -0.890
H 0.589 -1.650 -0.035
H -1.894 0.527 1.345
H -0.269 0.492 1.764
H -0.547 1.629 0.361
```

Summary:
- HOMO energy (spin up / spin down): -8.926 / -9.558 eV
- Gap between HOMO and LUMO (spin up / spin down): 6.223 / 8.734 eV

---

<3>
A single C2H6N2OS molecule, computed with wB97M-V/def2-TZVPD.

Geometry as XYZ:
```
12
Properties=species:S:1:pos:R:3
N -0.973 0.956 -0.120
C -0.684 -0.212 0.658
C 0.382 -1.026 -0.107
S 0.094 -2.554 -0.700
N 1.478 -0.366 -0.393
O 1.701 0.896 0.135
H -1.561 1.663 0.382
H -1.442 0.712 -1.009
H -1.552 -0.872 0.800
H -0.274 0.048 1.637
H 2.019 -0.623 -1.216
H 0.812 1.379 -0.066
```

Summary:
- HOMO energy: -8.400 eV
- SMILES: NCC(=S)NO
- Gap between HOMO and LUMO: 8.934 eV

---

<4>
A molecular structure, C2H6N2OS, computed with wB97M-V/def2-TZVPD.

Geometry as XYZ:
```
12
Properties=species:S:1:pos:R:3
C -1.051 -0.868 0.091
C -0.522 0.659 0.078
H -3.007 -1.262 0.895
H -0.882 -1.420 0.935
H -0.411 -1.489 -0.606
H -2.230 1.092 -0.012
H 1.535 1.712 -0.405
H 2.960 -0.105 1.242
N -1.331 1.670 -0.004
N 0.956 0.835 0.051
O -2.548 -0.875 -0.211
S 2.155 -0.488 -0.107
```

Summary:
- HOMO energy: -9.153 eV
- Gap between HOMO and LUMO: 9.263 eV

---

Most stable: <1>. Least stable: <2>.

---

<1>
2 unconnected molecules or ions with the total composition C6H15NO2, computed with wB97M-V/def2-TZVPD.

Geometry as XYZ:
```
24
Properties=species:S:1:pos:R:3
C 0.446 0.119 2.767
C 0.274 -0.515 1.399
C -0.941 -0.058 0.583
C -1.250 1.423 0.680
O -1.859 -0.878 0.439
H 0.671 1.180 2.693
H 1.258 -0.366 3.307
H -0.465 0.002 3.350
H 0.239 -1.602 1.480
H 1.131 -0.277 0.728
H -1.470 1.687 1.713
H -0.400 2.006 0.331
H -2.127 1.667 0.083
C -0.223 -1.480 -1.924
N 0.054 -0.166 -1.365
C 1.685 0.232 -1.431
O -0.605 0.810 -2.182
H -1.291 -1.692 -1.833
H 0.315 -2.222 -1.337
H 0.075 -1.545 -2.975
H 1.844 0.443 -2.491
H 2.232 -0.643 -1.106
H 1.954 1.162 -0.928
H -1.549 0.713 -1.981
```

Summary:
- HOMO energy: -8.691 eV
- SMILES: CCC(C)=O.CN(C)O
- Gap between HOMO and LUMO: 9.441 eV

---

<2>
A single C6H15NO2 molecule, computed with wB97M-V/def2-TZVPD.

Geometry as XYZ:
```
24
Properties=species:S:1:pos:R:3
C 2.250 1.727 -0.745
N 1.153 1.292 0.115
C 0.933 -0.109 0.144
O 1.424 -0.619 1.330
O 1.500 -0.814 -0.890
C -0.823 -0.373 0.137
C -1.450 0.010 1.489
C -1.012 -1.894 -0.047
C -1.618 0.305 -0.996
H 3.213 1.367 -0.371
H 2.127 1.409 -1.787
H 2.271 2.820 -0.760
H 0.199 1.460 -0.360
H 1.652 0.175 1.840
H 1.726 -1.673 -0.494
H -1.280 1.064 1.733
H -2.537 -0.150 1.492
H -1.044 -0.596 2.308
H -0.664 -2.224 -1.032
H -2.068 -2.188 0.033
H -0.468 -2.467 0.712
H -1.695 1.388 -0.843
H -1.135 0.144 -1.965
H -2.654 -0.055 -1.043
```

Summary:
- HOMO energy: -9.408 eV
- SMILES: CNC(O)(O)C(C)(C)C
- Gap between HOMO and LUMO: 10.203 eV

---

<3>
2 unconnected molecules or ions with the total composition C6H15NO2, computed with wB97M-V/def2-TZVPD.

Geometry as XYZ:
```
24
Properties=species:S:1:pos:R:3
C -0.574 -2.245 -0.942
C -0.210 -0.886 -0.354
N 1.264 -0.850 -0.711
C 1.569 0.101 -1.776
C 2.130 -0.647 0.449
H 0.706 -2.335 -1.136
H -1.150 -2.855 -0.243
H -1.104 -2.169 -1.887
H -0.286 -0.886 0.735
H -0.736 -0.048 -0.827
H 1.402 1.138 -1.461
H 2.612 -0.008 -2.073
H 0.930 -0.119 -2.631
H 1.974 0.334 0.911
H 3.172 -0.715 0.136
H 1.924 -1.428 1.181
C -2.512 1.244 1.794
O -1.121 1.549 1.817
C -0.605 2.269 0.824
O 0.569 2.437 0.683
H -2.652 0.228 1.421
H -2.873 1.308 2.819
H -3.066 1.947 1.167
H -1.364 2.639 0.103
```

Summary:
- HOMO energy: -8.088 eV
- SMILES: CCN(C)C.COC=O
- Gap between HOMO and LUMO: 8.881 eV

---

Most stable: <2>. Least stable: <1>.

---

<1>
A gas-phase ion, C4H10N3 (charge +1), computed with wB97M-V/def2-TZVPD.

Geometry as XYZ:
```
17
Properties=species:S:1:pos:R:3
C -0.339 0.598 1.544
C 0.866 0.265 1.098
C -1.540 0.599 0.578
C 0.184 0.306 -1.177
N 1.206 -0.064 -0.223
N 1.674 -1.352 -0.605
N -1.197 -0.098 -0.713
H -0.330 0.818 2.601
H 1.792 0.148 1.796
H -2.244 0.169 1.153
H -1.754 1.615 0.165
H -0.014 1.431 -1.408
H 0.363 -0.242 -2.031
H 1.787 -2.042 0.118
H 2.627 -1.177 -0.961
H -1.126 -1.098 -0.534
H -1.957 0.124 -1.401
```

Summary:
- Net charge: +1
- HOMO energy (spin up / spin down): -8.984 / -14.308 eV
- Spin multiplicity: 3
- Gap between HOMO and LUMO (spin up / spin down): 5.681 / 7.991 eV

---

<2>
A gas-phase ion, C4H10N3 (charge +1), computed with wB97M-V/def2-TZVPD.

Geometry as XYZ:
```
17
Properties=species:S:1:pos:R:3
C -0.096 1.081 -0.929
C 1.197 0.207 -1.118
C -2.580 0.430 0.521
C 0.433 -0.311 0.948
N -0.398 0.784 0.588
N -1.618 0.734 1.263
N 0.829 -1.029 -0.283
H -0.085 2.202 -1.074
H -0.859 0.832 -1.574
H 1.586 0.011 -2.120
H 2.042 0.780 -0.652
H 0.157 -1.625 -0.850
H -3.543 0.618 1.061
H 1.433 0.111 1.363
H -2.539 0.071 -0.548
H -0.168 -0.813 1.748
H -0.096 1.624 1.129
```

Summary:
- Net charge: +1
- HOMO energy (spin up / spin down): -11.162 / -14.581 eV
- Spin multiplicity: 3
- Gap between HOMO and LUMO (spin up / spin down): 7.776 / 6.144 eV

---

Most stable: <1>. Least stable: <2>.

---

<1>
A single C5H6IN molecule, computed with wB97M-V/def2-TZVPD.

Geometry as XYZ:
```
13
Properties=species:S:1:pos:R:3
C -1.041 -0.560 0.453
C 0.019 -0.859 -1.672
C -0.113 0.167 1.010
C 1.085 -0.158 -1.360
C 0.571 1.214 1.768
N -1.028 -1.084 -0.797
I 2.794 0.633 -2.151
H -1.994 -1.002 0.955
H -0.079 -1.251 -2.741
H 1.195 0.773 2.468
H 0.880 1.907 0.950
H -0.320 1.673 2.208
H -1.968 -1.452 -1.090
```

Summary:
- HOMO energy (spin up / spin down): -7.671 / -7.473 eV
- Gap between HOMO and LUMO (spin up / spin down): 7.953 / 7.389 eV

---

<2>
A single C5H6IN molecule, computed with wB97M-V/def2-TZVPD.

Geometry as XYZ:
```
13
Properties=species:S:1:pos:R:3
C -0.123 0.808 -0.078
C 1.215 1.105 -0.093
C -0.595 -0.588 0.001
C 2.217 0.347 -0.773
C -2.011 -0.642 0.364
N 0.165 -1.529 -0.415
I 3.956 -0.055 0.239
H -0.679 1.713 0.099
H 1.706 2.118 0.171
H 1.083 -1.320 -0.748
H -2.261 -1.722 0.331
H -2.656 -0.180 -0.468
H -2.016 -0.055 1.369
```

Summary:
- HOMO energy (spin up / spin down): -8.402 / -8.350 eV
- Gap between HOMO and LUMO (spin up / spin down): 6.853 / 6.904 eV

---

Most stable: <2>. Least stable: <1>.